101
Properties=species:S:1:pos:R:3:lowdin_charge:R:1 method="wB97M-V/def2-TZVPD" gap_ev=4.53 spin_multiplicity=1 charge=+3 largest_force_ev_per_a=3.573 e_tot_ev=-91280.987 e_lumo_ha=-0.37398 mol_weight_g_mol=891.69
Sn 1.427 0.685 -0.092 1.649
C 2.251 -4.076 -1.063 0.007
N 1.509 -3.763 0.148 -0.099
C 0.715 -4.854 0.675 0.005
C 1.538 -2.533 0.633 -0.397
O 2.286 -1.662 0.165 -0.063
C 0.598 -2.169 1.787 -0.082
O 0.752 -0.832 2.210 -0.177
C 1.562 -0.611 3.348 -0.077
C 2.905 0.037 3.007 -0.395
O 3.131 0.419 1.850 -0.109
N 3.791 0.201 3.979 -0.120
C 3.623 -0.164 5.368 -0.005
C 5.071 0.822 3.684 0.002
H 3.155 -4.641 -0.832 0.114
H 2.515 -3.148 -1.568 0.084
H 1.616 -4.678 -1.712 0.108
H 1.233 -5.791 0.473 0.113
H -0.265 -4.892 0.192 0.102
H 0.571 -4.779 1.750 0.097
H 0.734 -2.855 2.628 0.141
H -0.433 -2.258 1.429 0.130
H 1.733 -1.547 3.885 0.144
H 1.009 0.082 3.994 0.154
H 2.606 -0.460 5.600 0.089
H 3.880 0.693 5.993 0.112
H 4.300 -0.980 5.625 0.114
H 5.216 0.860 2.608 0.088
H 5.870 0.241 4.139 0.110
H 5.100 1.834 4.092 0.106
N 4.873 -0.033 -0.710 0.153
C 4.407 0.831 -1.600 -0.643
N 3.159 1.234 -1.644 -0.009
C 2.910 2.062 -2.702 -0.333
C 4.021 2.361 -3.446 -0.310
S 5.407 1.567 -2.837 1.153
C 1.559 2.431 -3.027 -0.335
C 1.167 3.022 -4.201 -0.316
S -0.534 3.058 -4.338 1.134
C -0.629 2.291 -2.768 -0.663
N 0.524 2.058 -2.208 0.023
N -1.829 2.054 -2.177 0.124
H 4.195 -0.561 -0.173 0.074
H 5.833 -0.332 -0.734 0.127
H 4.091 3.000 -4.302 0.090
H 1.785 3.415 -4.981 0.086
H -2.634 2.117 -2.786 0.105
H -1.850 1.261 -1.550 0.058
O 1.199 -1.091 -2.311 0.045
C 0.067 -1.284 -1.918 -0.598
N -0.836 -2.184 -2.342 0.202
C -2.133 -1.953 -1.735 -0.264
C -1.764 -0.847 -0.701 -0.475
O -2.530 -0.303 0.070 0.063
N -0.493 -0.544 -0.894 0.094
C -2.708 -3.196 -1.092 -0.168
C -3.051 -4.253 -1.934 -0.016
C -3.630 -5.395 -1.411 -0.046
C -3.874 -5.496 -0.052 -0.055
C -3.519 -4.455 0.789 -0.060
C -2.933 -3.311 0.272 -0.048
C -3.116 -1.259 -2.645 -0.163
C -4.421 -1.069 -2.186 -0.010
C -5.344 -0.410 -2.974 -0.045
C -4.973 0.076 -4.223 -0.058
C -3.669 -0.094 -4.674 -0.072
C -2.736 -0.739 -3.882 -0.038
H -0.703 -2.784 -3.140 0.176
H -2.885 -4.167 -2.996 0.124
H -3.913 -6.201 -2.070 0.118
H -4.352 -6.376 0.349 0.117
H -3.718 -4.524 1.848 0.112
H -2.698 -2.496 0.942 0.097
H -4.697 -1.432 -1.209 0.126
H -6.353 -0.273 -2.618 0.116
H -5.693 0.593 -4.838 0.114
H -3.381 0.276 -5.646 0.112
H -1.721 -0.846 -4.239 0.115
C -3.525 3.763 0.726 0.025
N -2.281 3.529 1.480 -0.178
C -2.285 2.207 2.131 0.024
C -1.077 3.673 0.622 -0.094
C 0.183 3.846 1.425 -0.237
C 0.290 4.905 2.337 -0.010
C 1.461 5.125 3.032 -0.029
C 2.565 4.321 2.810 -0.024
C 2.481 3.273 1.895 -0.095
C 1.293 3.053 1.263 -0.024
H -4.382 3.722 1.396 0.121
H -3.638 2.991 -0.030 0.106
H -3.510 4.743 0.249 0.120
H -2.227 4.242 2.220 0.179
H -2.370 1.414 1.384 0.080
H -3.122 2.132 2.823 0.124
H -1.351 2.071 2.672 0.107
H -1.209 4.549 -0.018 0.158
H -0.990 2.785 -0.006 0.087
H -0.546 5.581 2.469 0.130
H 1.515 5.934 3.744 0.130
H 3.498 4.502 3.322 0.125
H 3.346 2.660 1.707 0.096



97
Properties=species:S:1:pos:R:3:mulliken_spin:R:1 method="wB97M-V/def2-TZVPD" gap_ev="5.01 / 6.16" s2=8.78 spin_multiplicity=6 charge=-2 largest_force_ev_per_a=1.491 e_tot_ev=-113519.266 e_lumo_ha="0.15181 / 0.13353" mol_weight_g_mol=969.05
Ir 1.274 -0.564 -0.690 1.441
S 3.052 0.111 1.183 0.419
P 1.100 0.329 1.939 0.240
C 0.303 0.977 0.516 0.770
P -0.508 2.409 -0.004 0.038
S -0.784 2.403 -1.943 0.019
C 0.290 4.005 0.394 0.065
C 1.653 4.048 0.649 -0.004
C 2.312 5.264 0.656 0.003
C 1.615 6.432 0.394 -0.002
C 0.251 6.389 0.142 0.005
C -0.412 5.179 0.138 0.007
C -2.130 2.533 0.816 0.062
C -3.149 1.747 0.283 -0.007
C -4.410 1.768 0.839 -0.006
C -4.657 2.559 1.951 0.011
C -3.631 3.308 2.509 -0.002
C -2.371 3.303 1.947 0.014
C 1.538 1.696 3.163 0.001
C 2.810 1.940 3.662 0.044
C 3.003 2.875 4.666 0.005
C 1.935 3.600 5.164 0.002
C 0.663 3.373 4.663 0.002
C 0.469 2.411 3.693 0.010
C -0.042 -0.355 3.274 0.075
C -1.409 -0.547 3.132 -0.016
C -2.123 -1.162 4.147 0.018
C -1.486 -1.608 5.293 0.004
C -0.114 -1.456 5.413 0.013
C 0.601 -0.837 4.408 0.010
H 2.188 3.127 0.836 0.010
H 3.376 5.297 0.837 0.000
H 2.133 7.386 0.378 0.000
H -0.293 7.302 -0.077 0.000
H -1.474 5.122 -0.077 0.002
H -2.937 1.150 -0.593 -0.019
H -5.199 1.165 0.407 -0.001
H -5.650 2.606 2.379 0.001
H -3.819 3.905 3.392 0.000
H -1.580 3.915 2.360 0.001
H 3.651 1.387 3.267 -0.006
H 3.993 3.029 5.080 0.000
H 2.090 4.328 5.954 0.000
H -0.175 3.934 5.061 0.000
H -0.526 2.184 3.334 -0.010
H -1.917 -0.207 2.239 0.005
H -3.190 -1.293 4.035 0.000
H -2.053 -2.084 6.086 0.000
H 0.397 -1.823 6.295 0.001
H 1.676 -0.724 4.489 0.023
F 2.783 0.315 -2.178 0.008
B 4.045 0.672 -2.764 0.042
F 4.963 -0.286 -2.387 0.000
F 4.423 1.914 -2.323 0.001
F 3.915 0.663 -4.140 0.000
C -0.586 -2.392 -5.027 0.010
C -0.461 -1.370 -3.894 -0.011
C -1.798 -0.636 -3.784 0.052
C 0.555 -0.305 -4.307 0.025
Si 0.130 -2.176 -2.132 0.336
C -1.520 -3.056 -1.354 -0.059
C -2.420 -1.983 -0.741 0.003
C -2.349 -3.866 -2.351 0.012
C -1.173 -4.001 -0.208 0.003
C 1.533 -3.573 -2.510 0.040
C 2.584 -3.042 -3.484 0.015
C 2.273 -3.892 -1.210 0.047
C 0.967 -4.876 -3.072 0.010
H -0.974 -1.906 -5.928 0.001
H -1.263 -3.201 -4.765 -0.001
H 0.379 -2.817 -5.281 -0.001
H -1.977 -0.059 -4.694 0.001
H -1.776 0.068 -2.959 -0.024
H -2.636 -1.316 -3.660 0.001
H 0.320 0.084 -5.301 -0.001
H 1.573 -0.678 -4.330 -0.001
H 0.517 0.534 -3.616 -0.006
H -2.848 -1.342 -1.499 0.003
H -1.850 -1.372 -0.048 0.004
H -3.242 -2.451 -0.194 -0.001
H -2.759 -3.240 -3.135 0.001
H -3.188 -4.331 -1.825 0.000
H -1.756 -4.656 -2.801 -0.002
H -0.606 -3.484 0.555 0.005
H -0.601 -4.860 -0.547 0.008
H -2.091 -4.374 0.256 -0.003
H 3.071 -2.159 -3.083 0.003
H 2.162 -2.791 -4.452 -0.004
H 3.357 -3.795 -3.650 -0.002
H 2.793 -3.008 -0.833 0.010
H 3.021 -4.669 -1.378 -0.011
H 1.594 -4.234 -0.436 0.009
H 0.394 -4.697 -3.976 -0.003
H 0.328 -5.359 -2.340 0.000
H 1.776 -5.570 -3.315 0.004
S 1.337 -2.811 1.876 0.714
C 0.746 -1.456 1.152 0.516



94
Properties=species:S:1:pos:R:3:mulliken_spin:R:1 method="wB97M-V/def2-TZVPD" gap_ev="6.53 / 7.38" s2=8.81 spin_multiplicity=6 charge=+2 largest_force_ev_per_a=0.814 e_tot_ev=-206417.599 e_lumo_ha="-0.17343 / -0.20061" mol_weight_g_mol=808.95
Fe -1.412 -0.525 0.087 3.918
C -3.161 -2.868 -0.996 -0.003
C -2.170 -2.544 -2.125 0.062
C -0.815 -2.059 -1.645 -0.163
C -0.044 -1.240 -2.397 0.058
C 1.407 -0.821 -2.268 0.016
C 2.058 -1.022 -0.893 -0.001
C 0.470 -3.242 -0.065 0.104
N -0.514 -2.461 -0.314 0.093
N -3.301 -1.789 0.016 0.013
C -4.395 -0.871 -0.314 0.000
C -3.961 0.161 -1.337 0.020
C -4.847 0.678 -2.266 0.002
C -4.417 1.682 -3.122 0.003
C -3.105 2.129 -3.014 -0.002
C -2.285 1.548 -2.067 0.012
N -2.694 0.579 -1.241 0.006
C -3.487 -2.323 1.371 0.010
C -3.196 -1.261 2.403 0.025
C -3.748 -1.316 3.674 -0.002
C -3.424 -0.329 4.589 0.005
C -2.564 0.691 4.203 0.004
C -2.058 0.668 2.921 0.014
N -2.359 -0.287 2.033 0.041
H -2.820 -3.762 -0.476 -0.002
H -4.140 -3.107 -1.421 0.003
H -2.576 -1.818 -2.830 0.007
H -2.028 -3.474 -2.686 -0.007
H -0.494 -0.996 -3.354 0.004
H 1.920 -1.501 -2.971 0.006
H 3.024 -0.521 -0.892 0.007
H 0.632 -3.553 0.965 -0.005
H -4.679 -0.330 0.592 -0.004
H -5.284 -1.416 -0.646 0.002
H -5.857 0.294 -2.312 -0.001
H -5.086 2.100 -3.862 0.000
H -2.719 2.907 -3.657 0.000
H -1.251 1.853 -1.971 -0.010
H -2.784 -3.147 1.512 0.002
H -4.496 -2.722 1.521 0.000
H -4.423 -2.121 3.933 0.000
H -3.840 -0.350 5.588 0.000
H -2.293 1.487 4.882 0.000
H -1.377 1.437 2.573 -0.003
C 1.908 -1.962 3.597 -0.003
Ge 2.238 -0.248 2.710 0.014
C 1.506 1.123 3.920 0.005
C 4.142 0.200 2.563 0.003
Ge 1.033 -0.059 0.578 -0.112
C 2.367 -2.444 -0.518 0.341
C 1.531 -3.607 -1.046 -0.058
C 2.138 -4.956 -0.837 0.290
C 3.132 -5.150 0.048 -0.078
C 3.731 -4.041 0.719 0.365
C 3.377 -2.743 0.374 -0.118
C 1.678 0.574 -2.846 0.031
C 0.712 1.313 -3.522 -0.004
C 1.019 2.518 -4.149 0.001
C 2.309 3.016 -4.119 0.000
C 3.288 2.297 -3.442 0.001
C 2.973 1.103 -2.814 0.000
H 2.325 -1.927 4.605 0.001
H 2.356 -2.807 3.073 0.001
H 0.834 -2.136 3.689 -0.001
H 1.925 0.974 4.916 0.000
H 0.420 1.059 4.011 -0.001
H 1.790 2.127 3.601 0.000
H 4.560 0.253 3.570 0.001
H 4.255 1.184 2.105 0.000
H 4.747 -0.503 1.995 -0.001
H 1.184 -3.454 -2.066 0.017
H 1.727 -5.775 -1.412 0.007
H 3.528 -6.143 0.216 0.004
H 4.533 -4.211 1.423 0.012
H 3.945 -1.923 0.789 0.006
H -0.307 0.961 -3.602 0.000
H 0.244 3.049 -4.689 0.000
H 2.557 3.939 -4.627 0.000
H 4.310 2.652 -3.419 0.000
H 3.782 0.566 -2.337 -0.001
O 1.724 1.797 0.292 0.017
S 0.658 2.823 -0.125 0.016
C 0.350 3.832 1.349 0.009
C 1.365 4.966 1.329 0.001
C 1.406 5.418 -0.126 0.000
C 1.583 4.152 -0.957 0.002
H 0.407 3.146 2.195 -0.001
H -0.671 4.210 1.262 0.000
H 2.344 4.601 1.647 0.000
H 1.072 5.766 2.007 0.000
H 2.221 6.113 -0.326 0.000
H 0.474 5.924 -0.387 0.000
H 2.614 3.797 -0.940 0.000
H 1.248 4.202 -1.990 0.000